(1)
A 2-piece molecular cluster, C2H5NO2 overall, computed with wB97M-V/def2-TZVPD.

Geometry as ORCA input:
```
! wB97M-V def2-TZVPD RIJCOSX def2/J DEFGRID3
* xyz -1 2
O 1.64 -0.81 -0.26
C 1.57 -0.30 -1.41
H 1.46 0.77 -1.43
H 1.51 -0.90 -2.37
C -1.03 -0.07 0.34
N -1.23 0.39 1.60
O -0.93 0.62 -0.71
H -0.95 -1.16 0.22
H -0.78 0.03 2.40
H -1.25 1.44 1.63
*
```

The HOMO-LUMO gap (alpha / beta) is 3.39 / 7.22 eV. The LUMO energy (alpha / beta) comes out at 0.15873 / 0.15542 Eh. The value obtained for the HOMO energy (alpha / beta) is 0.93 / -2.99 eV. The calculation puts the relative energy (zero: lowest compared OMol25 entry of this formula, charge and spin) at 41.0 kcal per mole.

The molecule's natural (NBO) atomic charges, reported in e, are given here: -0.7986 -0.1391 0.0805 0.0511 0.4497 -0.8575 -0.6486 0.1183 0.3765 0.3678

***

(2)
C5H8N2O4P as an isolated structure, computed with wB97M-V/def2-TZVPD.

Geometry as ORCA input:
```
! wB97M-V def2-TZVPD RIJCOSX def2/J DEFGRID3
* xyz -1 1
C -2.80 -1.53 0.23
C -0.69 -0.39 0.58
C 2.58 0.76 -0.66
C 1.11 0.72 -0.40
C 0.74 -0.34 0.64
N -1.39 -1.36 0.21
N 1.37 -1.61 0.53
O -2.41 1.24 -1.35
O -3.94 1.55 0.78
O -1.53 0.67 0.96
O -3.69 -0.73 -0.31
P -2.96 0.89 -0.03
H 2.99 1.90 -0.59
H 2.96 0.04 0.08
H 2.77 0.47 -1.66
H 0.80 1.68 0.01
H 0.58 0.59 -1.36
H 1.21 -0.06 1.59
H 1.07 -2.37 1.18
H 1.22 -2.13 -0.43
*
```

The HOMO-LUMO gap (alpha / beta) is 7.19 / 7.19 eV. The LUMO energy (alpha / beta) comes out at 0.12668 / 0.12667 Eh. The value obtained for the HOMO energy (alpha / beta) is -3.74 / -3.75 eV. The calculation puts the relative energy (zero: lowest compared OMol25 entry of this formula, charge and spin) at 87.8 kcal per mole.

The molecule's natural (NBO) atomic charges, reported in e, are given here: 0.3034 0.5741 -0.6142 -0.4032 -0.1433 -0.6015 -0.8423 -1.1441 -1.1182 -0.7986 -0.7027 2.4654 0.1883 0.2288 0.2014 0.2293 0.2263 0.2085 0.3813 0.3613

***

(3)
C5H20ClCrN8O5 as an isolated structure, computed with wB97M-V/def2-TZVPD.

Geometry as ORCA input:
```
! wB97M-V def2-TZVPD RIJCOSX def2/J DEFGRID3
* xyz 1 5
Cr 0.16 -0.58 0.31
Cl -0.34 -2.74 1.39
C 1.47 1.47 2.29
O 0.57 0.34 2.26
H 2.29 1.29 1.61
H 0.95 2.36 1.95
H 1.83 1.56 3.32
H -0.16 0.49 2.87
C 3.20 -1.55 0.92
O 2.21 -1.23 0.27
N 3.07 -1.93 2.21
N 4.47 -1.59 0.40
H 2.16 -2.10 2.60
H 3.90 -2.13 2.75
H 4.96 -2.42 0.66
H 4.48 -1.28 -0.56
C -1.41 -1.69 -2.52
O -0.64 -1.22 -1.70
N -0.99 -2.51 -3.53
N -2.69 -1.24 -2.63
H -1.63 -2.97 -4.14
H -0.02 -2.77 -3.56
H -2.97 -0.51 -2.00
H -3.32 -1.51 -3.36
C 0.45 2.09 -1.56
O 0.37 1.21 -0.71
N -0.61 2.46 -2.31
N 1.59 2.78 -1.77
H -1.48 1.99 -2.13
H -0.52 3.05 -3.12
H 1.68 3.53 -2.44
H 2.40 2.58 -1.21
C -2.78 0.45 1.36
O -1.93 0.01 0.59
N -3.62 1.49 1.06
N -2.91 -0.04 2.63
H -3.46 1.90 0.16
H -4.46 1.60 1.59
H -3.69 0.29 3.18
H -2.54 -0.95 2.87
*
```

The HOMO-LUMO gap (alpha / beta) is 7.54 / 8.95 eV. The LUMO energy (alpha / beta) comes out at -0.08125 / -0.08132 Eh. The value obtained for the HOMO energy (alpha / beta) is -9.75 / -11.16 eV. The calculation puts the relative energy (zero: lowest compared OMol25 entry of this formula, charge and spin) at 0.0 kcal per mole.

The molecule's natural (NBO) atomic charges, reported in e, are given here: 1.2503 -0.7011 -0.2457 -0.7423 0.1911 0.1784 0.1914 0.4977 0.8113 -0.7128 -0.8136 -0.8330 0.4421 0.3982 0.4022 0.4064 0.8170 -0.7135 -0.8213 -0.8343 0.3987 0.4173 0.4058 0.3983 0.8233 -0.7029 -0.8162 -0.8155 0.4095 0.4063 0.4050 0.4147 0.8083 -0.6925 -0.8312 -0.8379 0.4064 0.4071 0.3910 0.4360

***

(4)
An isolated ion of composition C9H14N3 and charge +1, computed with wB97M-V/def2-TZVPD.

Geometry as ORCA input:
```
! wB97M-V def2-TZVPD RIJCOSX def2/J DEFGRID3
* xyz 1 1
C 2.56 -0.23 -0.05
C -0.08 1.78 -0.34
C 3.79 -0.50 0.40
C 0.37 2.90 0.13
C 1.25 -0.09 0.72
C -1.72 0.74 -1.41
C -1.04 -0.30 -0.52
C -1.75 -0.40 0.82
C -0.87 -1.66 -1.17
N 2.27 -0.03 -1.37
N 1.14 0.26 -1.64
N 0.31 0.38 -0.31
H 4.61 -0.58 -0.29
H 3.99 -0.66 1.44
H 1.25 2.98 0.75
H -0.14 3.82 -0.08
H 0.93 -1.06 1.09
H 1.32 0.62 1.54
H -2.68 1.12 -1.12
H -1.42 0.81 -2.44
H -1.29 -1.13 1.48
H -2.78 -0.70 0.65
H -1.76 0.57 1.33
H -0.29 -2.34 -0.54
H -0.38 -1.57 -2.14
H -1.85 -2.11 -1.33
*
```

The HOMO-LUMO gap is 9.22 eV. The LUMO energy comes out at -0.16038 Eh. The value obtained for the HOMO energy is -13.58 eV. The calculation puts the relative energy (zero: lowest compared OMol25 entry of this formula, charge and spin) at 136.1 kcal per mole.

The molecule's natural (NBO) atomic charges, reported in e, are given here: 0.0259 0.1897 -0.2395 -0.4454 -0.2989 -0.2412 0.1193 -0.6369 -0.6472 -0.0533 0.0914 -0.2552 0.2457 0.2305 0.2315 0.2669 0.2553 0.2614 0.2333 0.2347 0.2252 0.2512 0.2360 0.2234 0.2404 0.2558

***

(5)
A 14-piece molecular cluster, C32H100N8O14 overall, computed with wB97M-V/def2-TZVPD.

Geometry as ORCA input:
```
! wB97M-V def2-TZVPD RIJCOSX def2/J DEFGRID3
* xyz 0 1
C 5.22 -11.21 25.03
C 5.60 -12.51 24.29
C 5.77 -13.66 25.27
O 5.96 -14.92 24.67
C 7.22 -15.13 24.00
N 4.64 -12.81 23.28
H 5.95 -10.95 25.80
H 4.29 -11.36 25.57
H 5.20 -10.36 24.35
H 6.51 -12.31 23.73
H 4.86 -13.73 25.86
H 6.61 -13.37 25.91
H 7.65 -14.29 23.46
H 7.10 -15.90 23.24
H 8.03 -15.36 24.70
H 4.61 -13.78 23.00
H 3.71 -12.50 23.55
C 14.61 -10.08 17.29
C 15.66 -9.69 18.36
C 15.05 -9.54 19.75
O 14.05 -8.50 19.70
C 12.71 -8.78 20.15
N 16.63 -10.75 18.25
H 13.78 -9.38 17.18
H 14.12 -10.96 17.71
H 14.98 -10.39 16.31
H 16.17 -8.77 18.07
H 15.84 -9.16 20.40
H 14.66 -10.48 20.12
H 12.64 -9.73 20.67
H 12.07 -8.97 19.29
H 12.27 -7.93 20.68
H 17.07 -10.67 17.35
H 16.13 -11.63 18.18
C 14.22 -4.11 15.68
C 13.20 -3.69 14.61
C 12.42 -4.85 13.88
O 13.22 -5.82 13.22
C 12.47 -6.91 12.68
N 12.41 -2.54 14.96
H 14.79 -3.32 16.17
H 14.94 -4.74 15.17
H 13.79 -4.69 16.50
H 13.89 -3.19 13.93
H 11.80 -4.48 13.06
H 11.72 -5.32 14.57
H 11.82 -7.35 13.43
H 13.15 -7.68 12.32
H 11.89 -6.48 11.86
H 13.07 -1.79 15.12
H 11.86 -2.24 14.17
C 2.04 -14.12 16.74
C 3.27 -13.34 16.23
C 4.68 -13.75 16.80
O 5.67 -12.70 16.48
C 6.95 -13.15 16.88
N 3.33 -13.38 14.73
H 1.07 -13.77 16.39
H 2.10 -14.18 17.83
H 2.13 -15.17 16.47
H 3.05 -12.31 16.52
H 4.96 -14.69 16.34
H 4.68 -13.94 17.88
H 7.72 -12.50 16.45
H 7.18 -14.08 16.36
H 7.16 -13.21 17.94
H 4.30 -13.21 14.50
H 3.26 -14.37 14.55
C 12.60 -15.13 11.07
C 12.33 -16.37 10.29
C 13.54 -17.31 9.97
O 14.58 -16.51 9.35
C 15.63 -17.28 8.72
N 11.29 -17.13 10.97
H 13.13 -15.35 12.00
H 11.61 -14.74 11.30
H 13.20 -14.36 10.59
H 11.96 -16.10 9.30
H 13.24 -18.12 9.31
H 13.86 -17.78 10.90
H 15.28 -17.86 7.87
H 16.09 -18.03 9.36
H 16.43 -16.59 8.48
H 11.11 -17.93 10.38
H 11.58 -17.51 11.86
C 10.02 -18.33 18.22
C 11.40 -18.26 17.72
C 12.42 -18.66 18.81
O 12.40 -17.76 19.94
C 13.38 -18.02 20.91
N 11.49 -19.18 16.56
H 9.95 -17.55 18.99
H 9.70 -19.30 18.58
H 9.35 -17.99 17.43
H 11.64 -17.28 17.30
H 13.39 -18.82 18.33
H 12.10 -19.64 19.15
H 13.11 -17.65 21.89
H 14.42 -17.74 20.74
H 13.27 -19.05 21.24
H 11.14 -20.10 16.78
H 12.46 -19.40 16.35
C -6.36 -14.02 17.41
C -6.65 -14.72 16.03
C -8.04 -15.34 15.89
O -8.13 -15.90 14.57
C -9.17 -16.89 14.46
N -6.51 -13.68 15.03
H -6.55 -14.79 18.16
H -6.96 -13.12 17.57
H -5.36 -13.59 17.50
H -5.91 -15.50 15.84
H -8.82 -14.60 16.09
H -8.22 -16.09 16.65
H -9.34 -17.21 13.44
H -10.11 -16.54 14.88
H -9.02 -17.81 15.03
H -6.95 -13.98 14.17
H -5.56 -13.52 14.74
C -0.71 -9.71 22.43
C -2.13 -10.12 22.92
C -2.19 -11.66 23.31
O -1.62 -12.56 22.30
C -1.75 -13.98 22.63
N -2.53 -9.21 24.05
H -0.53 -10.28 21.52
H 0.03 -9.91 23.21
H -0.66 -8.64 22.27
H -2.81 -9.95 22.09
H -3.22 -11.81 23.63
H -1.64 -11.87 24.24
H -2.79 -14.30 22.62
H -1.32 -14.29 23.58
H -1.36 -14.70 21.91
H -1.83 -9.12 24.77
H -2.55 -8.24 23.79
O -0.58 -11.12 12.56
H 0.14 -11.59 12.98
H -1.08 -10.74 13.29
O 6.21 -15.23 10.54
H 5.55 -15.92 10.64
H 7.05 -15.68 10.63
O 3.36 -12.35 8.76
H 2.72 -12.34 9.47
H 4.12 -12.81 9.13
O 2.77 -17.90 12.44
H 2.17 -18.61 12.20
H 3.58 -18.35 12.70
O 3.95 -8.41 13.02
H 4.20 -7.89 13.78
H 3.49 -9.17 13.39
O 6.01 -9.55 19.55
H 5.69 -10.18 20.20
H 5.93 -10.02 18.71
*
```

The HOMO-LUMO gap is 8.92 eV. The LUMO energy comes out at 0.00448 Eh. The value obtained for the HOMO energy is -8.80 eV. The calculation puts the relative energy (zero: lowest compared OMol25 entry of this formula, charge and spin) at 122.2 kcal per mole.

Results of the Mulliken charge analysis, in e, for atoms 1 through 99: -1.5510 0.4349 -0.5965 -0.3571 -0.7239 -0.5028 0.4005 0.3964 0.3481 0.1915 0.3164 0.3226 0.2932 0.2745 0.3149 0.2262 0.2175 -1.3898 0.4436 -0.6555 -0.3198 -0.6624 -0.7446 0.2807 0.3952 0.3714 0.2953 0.2471 0.3451 0.3130 0.2532 0.2435 0.2768 0.3073 -1.4098 0.5961 -0.6727 -0.3224 -0.6911 -0.7789 0.3784 0.3101 0.3120 0.1901 0.3291 0.3826 0.2987 0.2323 0.3018 0.2944 0.2495 -1.4141 0.4114 -0.7385 -0.3137 -0.8177 -0.6447 0.3331 0.3660 0.3463 0.2232 0.3243 0.4642 0.2851 0.3533 0.2953 0.2779 0.2510 -1.4237 0.5480 -0.6897 -0.2999 -0.7696 -0.6959 0.3179 0.3667 0.3304 0.2570 0.3593 0.3327 0.3029 0.3136 0.2550 0.2638 0.2338 -1.3877 0.4915 -0.6341 -0.2980 -0.8397 -0.7111 0.3309 0.3312 0.3895 0.2804 0.3334 0.2802 0.3097 0.2949

***

(6)
A 3-piece molecular cluster, C24H47NO12P overall, computed with wB97M-V/def2-TZVPD.

Geometry as ORCA input:
```
! wB97M-V def2-TZVPD RIJCOSX def2/J DEFGRID3
* xyz 1 1
C 1.70 -3.95 -0.80
C 1.47 -3.33 -2.17
C 2.73 -2.69 -2.75
O 2.38 -1.57 -3.57
C 3.32 -0.55 -3.58
C 3.21 0.33 -2.32
C 4.02 1.60 -2.51
N 3.92 2.50 -1.29
C 2.62 2.32 -0.48
C 2.25 3.74 0.00
O 1.15 3.67 0.84
C -0.04 4.28 0.31
C -1.23 3.79 1.14
O -2.22 3.29 0.25
C -2.70 2.02 0.62
C -3.78 1.59 -0.36
O -3.63 0.21 -0.59
C -4.80 -0.49 -0.99
C -4.74 -0.91 -2.45
C 2.95 1.38 0.68
P 1.83 0.25 1.57
O 2.64 -0.54 2.48
O 0.70 1.16 2.24
O 1.07 -0.61 0.47
C 1.58 1.84 -1.49
O 1.85 0.59 -2.05
H 2.27 -4.88 -0.86
H 2.21 -3.26 -0.12
H 0.75 -4.21 -0.34
H 1.11 -4.09 -2.86
H 0.70 -2.55 -2.12
H 3.39 -2.37 -1.93
H 3.29 -3.40 -3.36
H 3.14 0.05 -4.48
H 4.34 -0.95 -3.62
H 3.65 -0.24 -1.49
H 5.07 1.34 -2.65
H 3.70 2.18 -3.37
H 4.72 2.36 -0.68
H 3.96 3.47 -1.60
H 3.11 4.17 0.53
H 2.06 4.37 -0.88
H 0.07 5.37 0.34
H -0.19 3.96 -0.72
H -0.86 2.99 1.79
H -1.65 4.56 1.78
H -1.90 1.27 0.58
H -3.08 2.05 1.65
H -3.64 2.16 -1.28
H -4.78 1.81 0.04
H -4.89 -1.37 -0.34
H -5.69 0.12 -0.81
H -4.38 -1.94 -2.57
H -4.06 -0.25 -2.99
H -5.71 -0.84 -2.93
H 3.71 0.66 0.36
H 3.40 1.96 1.49
H 0.45 0.76 3.09
H 0.19 -0.30 0.22
H 1.49 2.61 -2.28
H 0.61 1.80 -1.00
O -3.00 5.12 3.55
C -2.62 4.64 4.58
O -1.77 3.58 4.60
C -1.55 3.14 5.96
C -1.89 4.35 6.83
C -2.97 5.03 6.00
H -2.22 2.29 6.15
H -0.52 2.81 6.04
H -2.20 4.07 7.83
H -1.02 5.00 6.91
H -3.97 4.65 6.21
H -2.99 6.11 6.09
O 1.85 -7.45 -1.03
C 0.68 -7.45 -1.25
O -0.19 -6.71 -0.51
C -1.54 -6.95 -0.94
C -1.42 -7.47 -2.37
C -0.08 -8.20 -2.32
H -1.99 -7.69 -0.27
H -2.09 -6.02 -0.85
H -2.26 -8.09 -2.66
H -1.36 -6.63 -3.06
H -0.18 -9.23 -2.00
H 0.48 -8.18 -3.26
*
```

The HOMO-LUMO gap is 8.57 eV. The LUMO energy comes out at -0.10972 Eh. The value obtained for the HOMO energy is -11.55 eV.

The molecule's Mulliken atomic charges, reported in e, are given here: -1.1603 -0.2028 -0.4642 -0.3898 -0.8412 0.8690 -1.3855 0.0577 2.1382 -1.9138 -0.1252 -0.6244 -0.0320 -0.4775 0.3711 -0.5775 -0.2993 -0.3606 -1.0208 -1.2081 0.6826 -0.7452 -0.2189 -0.4097 -1.5073 -0.1381 0.3458 0.3094 0.2643 0.2648 0.2146 0.2892 0.4149 0.4005 0.4112 -0.0283 0.4505 0.3919 0.4903 0.4439 0.3252 0.6775 0.2565 0.3486 0.0740 0.4339 -0.1869 0.1901 0.2481 0.3315 0.3495 0.3286 0.2607 0.3119 0.3244 0.4141 0.5048 0.2629 0.2526 0.4412 0.1952 -0.5691 0.5410 -0.2838 -0.4678 -0.5024 -0.5720 0.2810 0.3167 0.3287 0.2707 0.2793 0.3290 -0.5822 0.5770 -0.3460 -0.4002 -0.4842 -0.4552 0.2740 0.2955 0.3330 0.2468 0.2761 0.2909

***

Per-record E_tot, a.u.: -284.37258 -947.19069 -2521.49836 -515.15489 -2770.27732 -2241.47484